Entry 1:
153
Properties=species:S:1:pos:R:3 method="wB97M-V/def2-TZVPD" smiles=CC(C)O.CCOCC.CCOCC.CCOCC.CCOCC.CCOCC.CCOCC.CCOCC.CCO.CCO.CCO.CCO orbital_gap_ev=9.84 relative_energy_kj_mol=264.79 mol_weight_da=763.23
H 0.32526 -0.22561 -5.61439
H 6.99840 -0.12772 0.78366
C 1.09773 -3.14380 -3.60477
H -3.72813 2.01923 2.05247
H -4.13432 -3.28418 1.06279
H -3.26232 -2.69651 -0.30420
C 0.56163 0.74097 -5.16947
C 0.63494 1.55903 4.88182
H -4.41951 0.49761 -2.56210
C -4.67492 3.36017 0.62195
H -3.70598 4.36463 -1.08349
H -2.81065 -5.99276 0.10366
C 0.94525 0.63871 0.50746
C 0.71430 -4.27750 5.49120
C -2.64369 -1.70391 1.52456
H 1.53087 -1.88644 2.56257
C -2.57872 -0.60373 3.68657
H 1.99124 -2.97354 -3.00414
C -0.15805 4.24555 1.76118
H 5.30071 1.82128 0.26361
C 6.98388 1.11934 4.73320
H -0.52938 2.40894 -2.22676
H 2.87995 -4.23920 1.04678
C 1.63243 -2.91548 2.21780
H 0.61389 1.40871 -6.02940
H 0.42652 -2.86119 -5.70714
H -3.91843 1.07652 -5.75600
C -3.69702 -2.37814 0.64331
H 0.90403 0.21854 -1.48079
H 0.33441 7.19524 -2.74807
O -3.25164 -1.50247 2.79288
H 0.74045 -3.04220 1.60428
H 0.23297 4.15997 2.77502
H 0.00373 3.22138 -0.71669
H 6.02907 1.62953 4.86025
H -4.54396 -0.64086 -7.40026
C 1.07246 -0.40867 -0.60539
H -0.66618 3.30868 1.53276
H 1.56885 1.49097 0.23748
H 0.12249 -3.70569 6.20597
C -4.29820 0.14792 -5.32990
H 2.75545 -2.60469 0.48000
H 2.06778 -0.81537 -0.78439
H 0.22298 -5.55303 0.82047
H -4.89681 3.14985 -1.57584
C -1.11623 5.45543 1.71628
H -3.23576 1.51354 -3.38305
H -4.27545 -0.82907 5.00547
H 2.86010 3.52461 -1.73198
H -1.83028 5.42785 2.53936
H 2.45641 0.79507 3.98532
H 1.55116 -0.42253 4.88785
H -2.75051 -0.21523 5.76939
H -2.29740 -0.77730 1.06677
H -5.38840 4.67988 -0.89798
H 4.57973 3.34471 -1.82758
C -1.69738 -9.37463 -1.77378
O -0.24073 0.96536 5.80493
H -3.26726 -8.15999 -1.06343
O -1.87156 5.43383 0.52550
H -1.47743 -8.79340 -2.66927
C -0.74161 -5.22782 0.43072
H 2.09592 -3.48019 -5.51763
H 1.25652 8.63275 -0.88562
O 0.11868 -2.24954 -3.12704
C 3.66848 3.28466 -2.42266
C -1.81340 -6.33725 0.37738
C -2.44197 0.03125 -2.03099
H 1.42737 0.23619 1.39831
C 0.64108 7.76159 -0.66107
H 7.80393 1.81996 4.57584
H 2.73946 0.49985 -5.04961
H -1.10168 -4.39877 1.03992
H -0.79296 1.67305 6.14526
O -3.48159 -0.34022 -4.24178
O -1.42847 -7.29352 -0.59727
H 3.79681 4.05138 -3.18671
H 0.10781 -1.92699 -1.30329
C -0.54580 3.33446 -1.65121
H 1.77458 6.54471 -1.94164
C -3.46823 0.48855 -3.09416
C -3.65868 2.32057 1.00726
O 1.64539 -3.86000 3.34305
H -3.02758 -1.96464 5.30757
H 0.75480 4.35424 1.17554
H 6.43983 -0.74214 3.72113
O 6.26454 0.87358 2.46677
H 0.87882 2.57616 5.18851
O 2.13886 1.87352 -3.66551
C 0.61956 -3.53570 4.20900
H -1.44465 -0.10456 -2.44935
H -2.40205 0.74384 -1.20714
H 0.60557 -2.46470 4.41115
H 0.68277 -4.14647 -3.50199
H 4.04454 0.66475 0.70861
H -4.44571 -1.63004 0.38271
H 7.96249 -0.02884 3.19327
H -5.71982 3.07741 0.74978
H -0.41650 7.98708 -0.52407
H 1.81957 -1.88865 -5.24662
H -1.82215 -2.40106 1.68931
H -0.49333 -4.72661 -0.50482
H 1.88553 -0.15516 -3.68087
H -0.32567 0.96524 -4.57743
H 4.17096 1.90705 -3.93005
H -0.28743 -3.78780 3.65953
H -2.36183 -10.22697 -1.91566
C 5.06759 0.75959 0.34464
H -2.60374 2.55094 0.85846
H -0.72815 -2.45102 -3.53185
H -2.80846 0.43715 3.45877
H -5.32325 0.28422 -4.98523
C -4.11663 -0.91841 -6.43669
H -2.60942 -0.97075 -1.63596
H -4.64310 -1.81642 -6.11342
H 3.72914 1.08809 -2.46067
H 0.39731 -5.31648 5.40105
C 1.32218 -2.84517 -5.08614
H 5.65384 -0.93850 1.47182
H -0.70462 -9.68081 -1.44397
C -2.26520 -8.41997 -0.72227
H -1.50973 -0.72791 3.85962
H -0.70345 4.89223 -3.16420
H 0.97876 7.24744 0.23877
H -1.59591 3.45390 -1.38455
H 0.29496 1.58939 3.84664
C 3.46521 1.93074 -3.09971
H 2.52348 0.83010 5.67110
O 0.08822 -1.39275 -0.50591
C -4.64670 3.88581 -0.81170
H -3.81726 1.43467 0.39233
C -3.19025 -0.91579 5.05949
C 6.03245 0.05983 1.25256
O -4.46779 4.46005 1.49829
C 6.93636 0.19835 3.48229
H 5.17943 0.26604 -0.62076
C 0.71635 6.77476 -1.81779
H -1.26807 5.54668 -0.21251
H -3.10080 -1.26255 -6.63102
H 1.70949 -4.39147 5.92099
H 0.95772 4.40029 -2.78866
H 7.21404 0.55804 5.63878
H -3.63796 4.89685 1.29286
C 1.90366 0.68513 -4.37492
H -2.28216 -8.96002 0.22438
C 2.83911 -3.20427 1.38642
C -0.02800 4.59002 -2.36386
H -1.86874 -6.84950 1.33791
O 0.00961 5.67654 -1.41243
H 3.74616 -2.93342 1.92678
H -0.48046 6.33778 1.78935
H -0.08486 0.97612 0.62206
C 1.82455 0.63222 4.85843

Entry 2:
156
Properties=species:S:1:pos:R:3 method="wB97M-V/def2-TZVPD" smiles=CC(C)O.CC(C)O.CC(C)O.CC(C)O.CC(C)O.CC(C)O.CC(C)O.CC(C)O.CC(C)O.COCCOC.COCCOC.COCCOC orbital_gap_ev=10.09 relative_energy_kj_mol=0.00 mol_weight_da=811.23
H 12.45786 15.71296 12.27789
H 9.21588 14.07860 15.20087
H 16.32470 11.71458 9.86653
H 13.01565 16.73853 17.83879
H 14.91257 14.53197 19.39826
C 18.11034 16.62339 15.36347
O 19.24297 16.21288 12.28413
H 18.62702 9.79278 14.12158
C 16.19187 12.52174 10.54552
C 20.28880 16.56483 11.41757
H 15.91380 18.51030 12.94972
H 19.66437 9.76656 15.46998
H 18.96977 12.06601 10.70862
H 11.96904 14.89027 21.64636
H 21.64653 15.77761 12.71384
H 11.45743 9.71303 19.37329
H 19.01063 16.44709 14.75005
H 15.27917 17.09816 7.08656
C 8.97865 17.65294 10.33656
H 20.54686 10.41451 12.89160
H 13.34672 13.46512 11.84982
H 18.60037 14.35052 14.31696
H 8.19179 18.37282 10.12121
H 22.35091 16.08315 11.04661
H 8.83049 12.02132 15.81955
H 15.19543 13.03338 10.37856
C 9.04473 12.35385 13.96074
O 9.14310 11.48318 15.06695
O 17.83195 18.22738 13.60639
C 14.14660 16.40608 13.47214
H 10.12396 10.98289 19.65671
O 16.22943 20.00839 8.36756
C 12.17198 11.03965 16.93149
C 15.59511 18.74539 8.45850
H 11.27026 12.83024 7.25016
H 6.33645 16.30400 10.13019
H 15.30343 7.72419 13.14202
H 12.43474 9.94132 16.94242
O 17.96525 11.65478 16.77857
O 16.87394 14.70876 11.14423
H 21.32000 14.63106 11.50681
C 11.08775 13.72197 7.77200
H 14.08366 17.65833 9.31816
O 11.71620 15.56135 19.76697
H 11.67116 13.60113 20.47046
H 21.51686 10.75544 14.27845
O 14.22648 15.78584 11.15904
H 15.66113 15.31549 17.90894
H 18.42154 12.65819 12.29797
C 10.94916 11.11212 17.78132
C 13.61767 14.05640 12.74856
H 10.30114 13.51464 8.50404
H 17.63570 13.72346 9.52666
C 14.75399 15.26710 18.58010
H 10.61051 11.53363 12.93477
H 10.73765 13.54646 14.39268
C 17.30828 13.49912 10.56777
C 13.86629 9.15343 13.78211
H 13.56919 19.36945 8.80523
O 12.00501 15.11566 9.46741
C 16.87166 19.08922 12.96838
H 14.27824 7.18984 14.44776
H 13.64089 16.11974 14.41397
C 12.63639 15.72308 17.54875
H 10.81219 14.54460 7.12168
H 13.46536 11.08633 12.75678
C 15.55283 18.16178 7.05432
H 10.57320 12.11014 17.65230
H 10.50305 15.58209 18.10888
H 16.48661 18.20663 6.50830
H 16.53606 11.14544 18.26729
H 16.68952 19.99997 13.57840
C 18.95977 10.42897 14.95532
O 9.49255 15.33064 10.81392
C 14.25261 7.70751 13.52242
C 19.82254 16.44785 9.92383
H 15.22677 16.12611 13.58570
C 21.52694 15.69006 11.67071
H 12.80664 15.24564 10.00743
H 12.73211 13.24259 9.15075
O 14.77286 9.65743 14.74121
H 12.84625 9.11313 14.24668
C 13.55228 14.50762 7.69987
H 19.27621 13.77756 11.19724
H 10.27954 15.33554 10.26055
H 16.26096 18.08748 9.03430
H 14.54711 19.22321 10.21696
H 9.44307 14.38179 13.49705
H 21.08293 12.08600 13.16622
H 15.14333 15.39562 11.32937
H 13.70328 7.15608 12.78834
H 16.51235 17.97740 15.18892
H 11.94342 11.31835 15.90334
H 15.78568 20.57698 8.98774
H 16.96246 13.63474 14.69483
H 11.82732 11.35910 19.74116
H 13.95439 17.44990 13.32359
H 12.27959 15.69523 16.53002
C 17.75952 14.32095 15.03613
H 7.07562 16.14349 11.78700
C 11.38265 14.65050 20.77418
C 8.52679 16.19407 10.18937
H 13.25428 15.14420 6.84590
H 16.03270 12.44620 17.10674
C 7.16179 15.87390 10.71138
H 14.65523 13.75548 13.10857
O 19.65300 11.54842 14.48447
H 18.02969 18.79800 15.51872
H 9.95777 10.32782 16.33373
H 18.09580 14.09545 16.07745
C 17.58168 17.99678 14.98225
H 19.60419 15.44480 9.64161
H 8.39105 15.96289 9.08412
H 14.86630 18.72246 6.40862
H 18.86943 17.04716 12.56686
C 17.71220 10.71507 15.72832
H 14.63258 16.25401 18.95268
H 10.32355 14.67148 21.01263
H 9.25738 17.85870 11.36208
H 17.26502 19.33049 11.99559
H 20.51617 17.58554 11.63019
C 11.11260 10.76384 19.24249
H 18.44460 16.65473 16.41840
H 17.25910 12.81180 18.30484
H 12.97864 13.81485 13.58228
H 14.47136 10.43457 15.20586
H 8.97041 10.72093 12.44980
H 12.98471 11.63719 17.29210
C 11.48953 15.22196 18.46230
H 7.93249 12.47307 13.84029
H 14.19475 13.64897 7.36360
O 17.19491 15.63436 15.03070
H 9.82253 17.83467 9.60214
H 18.97113 17.10250 9.71061
C 20.69831 11.17337 13.66967
C 14.35012 18.76491 9.27110
C 9.55490 11.60381 12.74532
H 20.63510 16.80308 9.29683
C 12.38262 14.09104 8.51479
H 14.87516 9.97561 12.09832
C 13.54781 15.52479 12.43797
H 14.17581 15.09587 8.32794
C 16.87199 12.01006 17.66385
H 17.62324 15.08031 11.60498
H 16.88471 11.03056 15.04590
C 9.67838 13.65586 14.28983
H 16.14792 12.05156 11.52023
H 17.45821 9.72834 16.18623
H 6.90319 14.79808 10.66701
H 13.18326 9.70942 11.74286
O 10.01115 10.13961 17.28728
H 9.35566 12.28365 11.86877
O 13.77546 14.83974 17.66518
C 18.54587 12.95315 11.24660
H 11.46000 14.14574 18.42432
C 13.87892 10.09139 12.56634

| no. | E_tot (eV) |
| --- | --- |
| 1 | -66662.3817 |
| 2 | -72804.3936 |